Here is 2 unconnected molecules or ions with the total composition C20H27BBr2Cl4F6N3O3S2 from the Open Molecules 2025 dataset. Energies are from ωB97M-V with the def2-TZVPD basis set.

Geometry as XYZ:
```
68
Properties=species:S:1:pos:R:3:forces:R:3:mulliken_charge:R:1
C 2.7867 -4.1689 1.9298 -0.5 0.5 0.3 -0.944
B 2.2180 -3.1538 3.0494 0.5 -0.3 0.0 0.675
O 2.5105 -3.2364 4.3985 -0.4 -0.4 -1.6 -0.608
C 1.2297 -1.9873 2.4987 -0.9 -1.0 0.9 0.628
C -0.1690 -2.1506 2.2840 3.3 1.1 0.5 -0.277
C -1.0262 -3.4199 2.5612 0.3 0.4 -2.2 -1.306
O -2.1299 -3.1918 3.4443 1.4 -0.4 0.8 -0.315
C -1.7843 -3.1329 4.7738 -1.2 0.5 1.7 0.833
F -0.4633 -3.2789 5.0388 -1.2 0.2 -0.5 -0.187
F -2.2035 -1.9190 5.2661 0.8 -1.2 -0.6 -0.268
F -2.4520 -4.0670 5.5127 0.8 0.8 -1.2 -0.263
N -0.5576 -0.8926 1.7697 0.5 -0.4 0.9 0.541
C -1.9602 -0.6539 1.3676 -1.0 -0.3 -1.2 -1.112
C -2.1863 -1.1964 -0.1222 0.2 -0.7 0.3 -0.518
C -0.9097 -1.0799 -1.0284 0.5 0.0 0.1 0.331
S -1.3320 -1.0258 -2.8434 0.4 1.0 0.3 0.004
C 0.2236 -0.3317 -3.5574 1.5 -0.5 0.4 0.074
S 1.5224 -1.3437 -3.7168 -1.2 0.5 0.1 -0.148
N 0.3275 1.0565 -3.9421 0.8 -1.4 -0.2 -0.077
C 1.1993 1.2324 -5.1360 0.3 1.7 -0.2 -0.725
C 1.0274 2.7738 -5.5526 -0.2 0.0 0.1 -0.414
O 0.2685 3.5052 -4.5690 0.7 -0.2 0.0 -0.424
C 0.8676 3.4088 -3.2870 -0.5 -0.5 0.4 -0.348
C 0.9866 1.8575 -2.8892 -1.0 1.4 0.6 0.427
C 0.5106 -0.0417 1.7275 -1.7 0.2 -0.1 0.118
C 0.2863 1.4021 1.2297 1.5 0.2 -0.4 -0.026
C 1.0503 2.5242 2.0527 -0.2 -0.1 -0.3 -0.610
C 0.0696 3.6632 2.4590 0.5 0.4 1.0 -0.007
F -1.0513 3.1822 3.1326 1.0 0.2 -1.2 -0.308
Br 1.0219 4.8020 3.7926 -0.3 -1.5 0.6 -0.074
C -0.3617 4.6263 1.2545 -0.7 1.1 -0.2 0.590
F -0.1226 4.0973 0.0041 -0.3 -0.1 1.4 -0.099
F -1.7025 4.9187 1.3279 1.6 -0.8 0.0 -0.236
Br 0.6156 6.3280 1.3373 -0.6 0.0 -1.5 -0.097
N 1.6398 -0.6885 2.1690 -3.0 0.2 -0.5 0.268
C 2.9711 -0.0607 2.2250 0.9 -0.2 -1.2 -0.843
H 1.8944 -4.5312 1.3430 1.0 0.0 0.5 0.273
H 3.4026 -3.5818 1.1954 -0.4 -0.5 0.6 0.269
H 3.3980 -5.0005 2.3521 -0.5 0.5 -0.5 0.342
H 2.9437 -4.0951 4.5641 0.0 0.6 0.2 0.318
H -1.4799 -3.6939 1.5677 0.1 0.2 1.1 0.383
H -0.3938 -4.3065 2.8326 -0.4 1.1 0.1 0.541
H -2.2972 0.4007 1.4787 0.7 -0.7 0.0 0.440
H -2.6090 -1.2833 2.0204 0.6 0.7 -0.3 0.337
H -2.3862 -2.2984 0.0069 0.1 1.0 -0.3 0.308
H -3.1096 -0.7782 -0.5929 0.8 0.0 0.5 0.513
H -0.2650 -1.9777 -0.8188 -0.4 0.9 -0.3 0.364
H -0.3073 -0.1533 -0.8427 -0.7 -0.8 0.0 -0.615
H 2.2852 1.1280 -4.8494 -1.0 -0.5 -0.4 0.334
H 0.9099 0.5703 -5.9831 0.3 0.4 0.8 0.479
H 2.0199 3.2860 -5.6427 -0.6 -0.6 -0.1 0.291
H 0.4765 2.8699 -6.5203 0.4 0.0 0.9 0.310
H 0.1742 3.8972 -2.5604 0.5 -0.3 -0.8 0.089
H 1.8524 3.9473 -3.2002 -0.6 -0.6 -0.4 0.262
H 0.3794 1.7328 -1.9564 0.8 -0.1 -0.5 -0.512
H 2.0753 1.6212 -2.7556 -0.9 -0.4 0.0 0.391
H 0.6945 1.4453 0.1800 -0.5 -0.1 0.9 -0.181
H -0.7834 1.7030 1.1633 0.7 -0.8 0.1 0.083
H 1.5455 2.1086 2.9667 -0.7 0.6 -0.7 0.497
H 1.8473 2.9826 1.4085 -0.7 -0.4 0.7 0.294
H 3.0537 0.7730 2.9571 -0.2 -1.0 -0.3 0.259
H 3.7471 -0.8561 2.3748 -0.8 0.8 0.2 0.341
H 3.1715 0.3605 1.2008 -0.1 -0.3 1.0 0.361
C -5.0324 -0.9248 -4.7715 -0.1 0.1 -0.1 0.344
Cl -4.7402 -1.6993 -3.1994 -0.1 0.0 -0.1 -0.103
Cl -5.6154 0.7274 -4.5145 0.1 -0.2 0.0 -0.100
Cl -3.5236 -0.8812 -5.7029 -0.2 0.0 0.1 -0.085
Cl -6.2491 -1.8494 -5.6638 0.2 0.1 0.1 -0.084
```
Positions in Å, forces in eV/Å.

* charge: +1

=====

Here is a molecular structure, C20H27BCaF2N5O7 from the Open Molecules 2025 dataset. Energies are from ωB97M-V with the def2-TZVPD basis set.

Geometry as XYZ:
```
63
Properties=species:S:1:pos:R:3:forces:R:3:mulliken_charge:R:1
Ca -0.5641 -0.7332 -0.2144 -2.1 0.9 0.8 1.113
O -1.0175 -4.6423 0.7032 0.4 -0.2 0.0 -0.818
C -0.4014 -3.6914 0.1920 -0.3 -0.7 0.2 0.452
O -0.9663 -2.7716 -0.4651 0.0 -1.3 -0.5 -1.049
C 1.0916 -3.6456 0.3266 0.2 -0.3 -0.1 0.492
C 1.7958 -4.8095 0.2126 -0.1 0.1 0.1 -0.150
C 3.2012 -4.8031 0.2234 -0.6 1.7 0.0 -0.657
C 3.8733 -3.5866 0.2442 0.0 -0.3 0.1 -0.301
C 3.1737 -2.3901 0.3793 -0.8 -1.4 0.0 -0.714
C 1.7384 -2.3782 0.5526 0.5 -0.1 0.1 1.184
O 1.0846 -1.3654 0.9003 1.1 -0.6 0.9 -1.230
N 3.8887 -1.1927 0.3242 1.1 2.4 -0.3 0.913
O 5.1110 -1.2200 0.1261 -0.7 -0.2 0.2 -0.687
O 3.2860 -0.1065 0.4229 0.8 -1.4 0.1 -0.593
N 3.9083 -6.0142 0.1788 1.1 -1.6 -0.1 1.016
O 5.1415 -5.9803 0.2139 -0.6 0.0 0.0 -0.655
O 3.2729 -7.0725 0.1201 0.3 0.7 0.0 -0.655
H 1.2700 -5.7481 0.1115 0.0 0.0 0.0 0.589
H 4.9485 -3.5632 0.1609 0.0 0.0 0.0 0.643
C -3.3684 -4.4903 2.3946 0.3 -0.8 0.3 -0.735
N -3.7433 -3.1758 1.8590 -0.4 0.0 0.3 0.092
C -3.8434 -3.2167 0.3921 0.1 0.0 -1.0 -0.725
C -2.7980 -2.1041 2.2914 0.3 0.8 0.2 -0.419
C -3.3362 -0.7534 1.8891 0.0 0.1 0.0 0.499
C -4.5884 -0.3803 2.3815 0.0 -0.1 0.1 -0.707
C -5.1463 0.8226 1.9977 -0.2 0.0 0.1 -0.673
C -4.4305 1.6492 1.1446 0.0 0.2 0.0 -0.611
C -3.1825 1.2642 0.6832 0.0 0.0 0.0 -0.231
C -2.5817 0.0400 1.0174 -0.2 -0.2 0.2 -0.411
H -4.1477 -5.2184 2.1816 -0.1 0.1 -0.1 0.370
H -3.2247 -4.4257 3.4703 -0.1 0.1 0.1 0.357
H -2.4326 -4.7983 1.9081 -0.3 0.1 0.1 0.289
H -4.6605 -2.8986 2.2313 0.3 -0.1 -0.1 0.354
H -2.8465 -3.4071 -0.0232 -0.3 0.0 0.2 0.220
H -4.1896 -2.2527 0.0229 0.0 0.0 0.1 0.337
H -4.5290 -4.0044 0.0892 -0.1 -0.1 0.1 0.397
H -1.8338 -2.2718 1.8107 -0.2 -0.2 0.1 -0.129
H -2.6866 -2.1838 3.3774 0.0 -0.2 -0.1 0.484
H -5.1350 -1.0241 3.0712 -0.1 0.0 0.1 0.261
H -6.1246 1.1129 2.3586 0.0 0.0 0.0 0.357
H -4.8550 2.6017 0.8536 0.0 0.1 -0.1 0.381
H -2.6520 1.9316 0.0133 0.0 0.1 -0.1 0.415
F 0.6902 0.2955 -3.0113 0.6 -0.2 -0.7 -0.338
B 0.2533 0.8196 -1.7569 0.2 0.9 -1.3 0.337
F -0.4924 1.9731 -2.1110 -0.2 0.9 0.0 -0.411
C 3.1327 4.8858 -1.7695 0.0 -0.3 0.0 -1.862
C 3.1897 3.3541 -1.7755 0.4 0.1 0.0 1.583
C 3.4964 2.8585 -3.2003 -0.1 0.1 0.3 -1.652
C 4.2848 2.8959 -0.8088 -0.1 0.1 -0.2 -1.662
N 1.8900 2.9043 -1.2819 -0.1 0.3 0.1 -0.525
N 1.7232 1.4849 -1.1995 0.6 0.3 0.1 -0.091
H 4.1023 5.2981 -2.0386 0.1 0.1 -0.1 0.416
H 2.8628 5.2394 -0.7782 0.0 0.0 0.1 0.435
H 2.3965 5.2527 -2.4808 -0.1 0.1 -0.1 0.413
H 4.3971 3.3377 -3.5787 0.1 0.0 0.0 0.442
H 2.6693 3.0905 -3.8702 -0.1 0.0 -0.1 0.364
H 3.6616 1.7826 -3.2222 0.0 -0.1 -0.1 0.408
H 5.2366 3.3431 -1.0881 0.1 0.0 0.0 0.462
H 4.4065 1.8162 -0.8049 0.0 -0.1 0.0 0.242
H 4.0358 3.2103 0.2013 0.0 0.0 0.2 0.409
H 1.1495 3.2590 -1.8851 -0.1 -0.4 0.1 0.356
H 1.9119 1.1670 -0.2442 -0.1 0.3 -0.5 0.404
H 2.3946 0.9851 -1.7915 -0.1 0.1 0.0 0.208
```
Positions in Å, forces in eV/Å.

* relative energy (zero: lowest compared OMol25 entry of this formula, charge and spin): 48.7 kcal per mole
* charge: -1

=====

Here is 4 unconnected molecules or ions with the total composition C20H27BF12O12 from the Open Molecules 2025 dataset. Energies are from ωB97M-V with the def2-TZVPD basis set.

Geometry as XYZ:
```
72
Properties=species:S:1:pos:R:3:forces:R:3:mulliken_charge:R:1
C -2.2637 -0.1461 -6.1742 0.2 0.5 -0.1 -0.637
O -3.4562 0.4305 -5.6486 -0.2 -0.6 0.2 -0.683
B -3.4845 0.4894 -4.2759 0.5 0.6 0.1 0.930
O -2.6710 1.4283 -3.6891 -0.1 -0.7 0.3 -0.592
C -4.4362 -0.4346 -3.3606 0.5 0.2 -1.5 0.972
O -5.3072 0.3973 -2.5898 -0.2 -0.2 0.0 -0.684
C -5.2665 -1.2515 -4.3365 0.2 -0.9 0.2 -0.863
O -5.7083 -2.4124 -3.6109 -0.2 0.5 0.3 -0.434
C -4.8913 -2.6064 -2.5426 -0.5 -0.9 0.0 -0.021
O -5.1130 -3.5041 -1.7766 0.5 0.5 -0.2 -0.580
C -3.8011 -1.5278 -2.4800 -1.3 0.4 0.4 0.529
C -2.3719 -1.9071 -2.8154 -0.3 0.2 0.1 -0.653
C -1.6913 -2.8774 -1.8547 0.2 0.1 -0.3 -0.490
O -1.9787 -2.5886 -0.5075 -0.3 -0.2 -0.1 -0.604
C -1.9099 -4.3718 -2.1479 0.5 -0.5 0.8 0.714
F -2.8412 -4.9479 -1.3777 0.4 0.3 -0.8 -0.227
F -0.7307 -5.0217 -1.8583 -0.5 0.2 -0.2 -0.325
F -2.1519 -4.6066 -3.4540 -0.2 0.0 0.5 -0.289
H -1.4019 0.4503 -5.8788 0.1 0.0 0.0 0.269
H -2.1058 -1.1655 -5.8237 -0.1 -0.2 0.0 0.236
H -2.3275 -0.1475 -7.2551 -0.1 0.0 -0.1 0.256
H -2.5744 1.1628 -2.7651 0.2 0.5 0.2 0.196
H -4.8337 1.2005 -2.3663 0.0 0.2 0.1 0.438
H -6.0711 -0.6733 -4.7708 -0.4 -0.1 0.2 0.433
H -4.6766 -1.6829 -5.1412 0.3 0.5 -0.3 0.327
H -3.8914 -1.1593 -1.4611 0.4 0.0 0.2 0.245
H -2.2855 -2.2290 -3.8490 0.0 -0.4 -0.1 0.317
H -1.7944 -0.9872 -2.7550 0.1 0.1 0.1 0.439
H -0.6225 -2.7363 -2.0002 0.2 -0.1 -0.3 0.441
H -1.1601 -2.3157 -0.0968 0.1 0.1 0.2 0.385
C 1.9010 1.1180 0.1706 -0.2 0.2 -0.2 -0.991
C 0.9010 0.6804 1.2193 0.4 0.1 -0.2 0.161
O -0.3116 1.4725 1.1560 -0.1 0.1 0.1 -0.403
C -1.1430 1.1962 0.1813 0.3 -0.2 0.2 0.385
O -1.0160 0.3534 -0.6629 -0.2 0.0 -0.2 -0.491
C -2.3797 2.1017 0.2741 -0.3 0.3 0.1 0.798
F -2.0524 3.3837 0.4097 0.2 0.1 -0.1 -0.269
F -3.1435 1.7685 1.3136 0.0 -0.2 0.1 -0.270
F -3.1186 1.9776 -0.8346 -0.1 0.0 -0.1 -0.195
H 2.1121 2.1819 0.2692 0.1 0.0 0.1 0.158
H 2.8307 0.5613 0.2754 0.0 0.0 0.1 0.453
H 1.5194 0.9587 -0.8371 0.0 -0.1 0.0 0.205
H 1.2996 0.8466 2.2084 -0.3 0.2 0.2 0.340
H 0.6561 -0.3748 1.1338 -0.2 0.0 -0.1 0.066
C -0.5729 -2.5765 6.4337 0.0 0.0 -0.3 -1.097
C 0.9084 -2.4593 6.7199 -0.3 0.0 0.5 -0.213
O 1.6986 -2.6122 5.5209 0.1 -0.1 -0.1 -0.328
C 1.7288 -1.5753 4.7072 -0.1 -0.1 0.4 0.391
O 1.1816 -0.5244 4.8584 0.0 0.2 -0.2 -0.512
C 2.6221 -1.8896 3.4981 0.2 -0.2 -0.3 0.879
F 2.3151 -3.0644 2.9473 -0.1 -0.1 0.0 -0.272
F 3.9087 -1.9292 3.8531 0.1 0.1 0.1 -0.276
F 2.4803 -0.9487 2.5617 0.3 -0.2 0.2 -0.217
H -0.7898 -3.5213 5.9346 0.0 -0.1 0.1 0.309
H -1.1405 -2.5273 7.3617 0.0 0.0 0.0 0.366
H -0.9156 -1.7762 5.7799 0.0 0.1 0.1 0.318
H 1.2269 -3.2619 7.3805 0.2 -0.1 -0.2 0.311
H 1.1555 -1.5161 7.2057 0.0 0.1 -0.2 0.317
C 7.7663 4.0099 1.0819 -0.2 0.2 -0.2 -1.110
C 6.7277 3.5576 2.0855 0.5 -0.2 0.1 -0.205
O 5.4989 4.3007 1.9554 -0.1 0.1 0.1 -0.314
C 4.7235 3.9707 0.9372 0.3 -0.1 0.2 0.353
O 4.9335 3.1202 0.1260 -0.2 -0.1 -0.2 -0.509
C 3.4512 4.8336 0.9547 -0.2 0.2 0.0 0.938
F 3.7429 6.1272 1.0953 0.1 0.1 0.0 -0.262
F 2.6627 4.4718 1.9743 0.0 -0.1 0.1 -0.253
F 2.7641 4.6833 -0.1710 0.0 -0.1 -0.1 -0.238
H 7.9406 5.0823 1.1737 0.1 0.0 0.1 0.302
H 8.7048 3.4825 1.2472 0.0 0.0 0.1 0.374
H 7.4406 3.8185 0.0609 0.0 -0.1 0.0 0.326
H 7.0767 3.7496 3.0973 -0.2 0.1 0.0 0.321
H 6.5235 2.4903 2.0052 -0.1 0.0 -0.1 0.307
```
Positions in Å, forces in eV/Å.

* SMILES string: COB(O)[C@@]1(O)COC(=O)[C@H]1C[C@@H](O)C(F)(F)F.CCOC(=O)C(F)(F)F.CCOC(=O)C(F)(F)F.CCOC(=O)C(F)(F)F

=====

Here is a molecular structure, C20H27BeBrNO2P from the Open Molecules 2025 dataset. Energies are from ωB97M-V with the def2-TZVPD basis set.

Geometry as XYZ:
```
53
Properties=species:S:1:pos:R:3:forces:R:3:mulliken_charge:R:1
C -2.9347 0.2180 -3.8507 0.3 0.1 0.2 -0.844
C -2.6571 -1.0204 -3.2835 0.4 0.0 0.3 -0.844
C -1.7915 -1.1419 -2.1703 -0.7 -0.5 -0.5 1.668
C -1.2458 0.0006 -1.5744 1.0 0.6 0.4 0.693
C -1.5244 1.2390 -2.1615 -0.4 0.1 -0.9 0.254
C -2.3336 1.3516 -3.3032 0.1 0.2 0.2 -0.948
C -1.6219 -2.5624 -1.6594 0.1 -0.6 0.1 -0.512
C -0.2235 -3.1680 -1.3468 -0.1 0.0 -0.3 -1.041
N 0.8908 -2.2592 -1.3157 0.2 0.9 0.5 0.592
Be -0.2253 0.2197 -0.1162 -1.1 -1.3 -1.2 -0.909
C -0.9347 2.4710 -1.5059 0.4 0.7 0.2 -1.315
P 0.7903 2.1252 -0.9548 -1.7 1.5 -1.2 0.869
H -3.0964 -1.9300 -3.7080 0.1 0.4 0.1 0.329
H -2.4913 2.3333 -3.7496 -0.1 -0.2 0.1 0.384
H -3.6022 0.2914 -4.7088 0.2 0.0 0.2 0.369
H -1.4611 2.6715 -0.5558 -0.1 0.2 -0.3 0.436
H -0.9132 3.3829 -2.1143 -0.5 -0.1 -0.1 0.455
H -2.2166 -2.7168 -0.7361 0.2 0.3 -0.5 0.443
H -1.9960 -3.2611 -2.4256 -0.4 0.5 0.3 0.182
H -0.3057 -3.6074 -0.3457 0.1 -0.1 -0.4 0.280
C 1.3173 3.5986 -0.0687 0.0 0.6 -0.2 -1.303
C 1.7680 2.3768 -2.4924 0.5 -0.4 -0.2 -1.331
H -0.0141 -3.9491 -2.1115 -0.1 0.0 0.4 0.437
C 1.4010 -1.8322 -2.6121 0.0 -0.3 0.5 -1.096
C 1.9081 -2.6845 -0.3725 -0.1 0.0 -0.2 -1.074
H 1.5140 0.3205 0.3103 0.3 -1.5 -0.3 0.289
H 1.9097 -2.6679 -3.1432 -0.1 0.3 0.0 0.322
H 0.5737 -1.4455 -3.2191 0.2 -0.1 0.1 0.326
H 2.1205 -1.0164 -2.4403 -0.1 -0.2 -0.2 0.280
H 2.4514 -3.5913 -0.7246 -0.1 0.3 0.3 0.323
H 2.6138 -1.8603 -0.2055 0.1 -0.3 -0.1 0.344
H 1.4028 -2.8931 0.5843 0.3 -0.1 -0.3 0.250
H 1.8513 3.4613 -2.7397 -0.2 -0.8 0.2 0.363
H 2.7767 1.9552 -2.3661 -0.1 0.3 0.1 0.379
H 1.3524 1.8199 -3.3367 -0.2 0.2 0.1 0.349
H 1.3432 4.4460 -0.7834 0.1 -0.3 0.6 0.386
H 0.5886 3.8009 0.7212 0.4 0.1 0.1 0.338
H 2.3234 3.3902 0.3233 -0.3 0.4 0.1 0.389
H 1.3619 -0.0556 -0.3390 1.2 -1.1 1.0 -0.556
Br -1.7938 1.5704 2.8544 -0.3 0.3 0.3 -0.175
C -0.7204 0.3590 3.8175 1.0 -1.2 0.7 0.011
C -0.1321 0.8132 5.0010 0.1 -0.3 -0.2 -0.455
C 0.7360 -0.0234 5.7306 -0.5 0.3 -0.6 -0.532
C 0.9986 -1.3175 5.2764 0.1 0.3 0.5 -0.569
C 0.4336 -1.7913 4.1007 -0.6 0.5 -0.1 -0.637
C -0.4414 -0.9695 3.3839 0.2 0.8 -0.4 0.506
C -0.7883 -1.3933 1.9800 -0.7 -0.4 -0.8 0.779
O -1.1257 -2.5307 1.6550 0.7 1.5 0.6 -0.605
O -0.6781 -0.3665 1.1633 0.4 -0.9 0.8 0.193
H -0.3333 1.8385 5.3107 0.1 -0.3 0.1 0.384
H 1.2015 0.3844 6.6287 -0.1 -0.3 -0.2 0.363
H 1.6532 -1.9534 5.8571 0.1 0.0 -0.1 0.386
H 0.6626 -2.7730 3.6851 -0.1 0.2 0.2 0.395
```
Positions in Å, forces in eV/Å.

=====

no.,largest force on an atom (eV/Å),gap between HOMO and LUMO (eV)
1,3.49,7.84
2,2.68,4.32
3,1.61,9.82
4,2.56,8.14